P | Below is an isolated molecule of C24H29N3O5S, with properties calculated with ωB97M-V/def2-TZVPD.

Structure (ORCA input):
```
! wB97M-V def2-TZVPD RIJCOSX def2/J DEFGRID3
* xyz 0 1
C 0.766 2.926 -5.483
C 1.207 2.527 -4.083
O 0.160 2.867 -3.190
C 0.299 2.562 -1.870
C 1.427 1.990 -1.295
C 1.437 1.660 0.050
C 0.316 1.879 0.838
N 0.224 1.459 2.172
C 1.044 0.603 2.827
O 2.130 0.223 2.444
C 0.397 0.076 4.116
C 1.380 -0.569 5.090
C 0.570 -1.713 5.701
C -0.246 -2.208 4.508
N -0.480 -1.019 3.706
S -1.973 -0.647 3.101
O -2.916 -1.638 3.527
O -2.261 0.739 3.395
C -1.742 -0.747 1.329
C -2.635 -0.047 0.539
C -2.462 0.021 -0.836
C -1.368 -0.633 -1.375
C -0.490 -1.382 -0.577
C -0.670 -1.440 0.785
C 0.541 -2.015 -1.467
C 1.983 -1.715 -1.069
C 0.317 -3.531 -1.570
C 0.206 -1.394 -2.827
O 0.816 -1.520 -3.862
N -0.947 -0.664 -2.689
C -1.581 0.032 -3.777
C -0.791 2.514 0.277
C -0.799 2.852 -1.057
H -0.138 2.390 -5.758
H 1.550 2.688 -6.195
H 0.562 3.993 -5.519
H 2.124 3.066 -3.810
H 1.404 1.448 -4.040
H 2.308 1.792 -1.885
H 2.315 1.217 0.489
H -0.686 1.619 2.600
H -0.197 0.865 4.593
H 2.228 -0.954 4.520
H 1.743 0.141 5.830
H -0.094 -1.330 6.476
H 1.197 -2.494 6.124
H 0.328 -2.934 3.919
H -1.206 -2.650 4.778
H -3.455 0.461 1.020
H -3.146 0.580 -1.453
H 0.006 -1.982 1.427
H 2.220 -2.187 -0.119
H 2.656 -2.095 -1.835
H 2.131 -0.645 -0.967
H 0.549 -4.006 -0.620
H 0.963 -3.942 -2.342
H -0.718 -3.750 -1.826
H -1.025 -0.211 -4.682
H -1.556 1.111 -3.611
H -2.616 -0.296 -3.886
H -1.652 2.723 0.894
H -1.655 3.334 -1.501
*
```

* LUMO: 0.669 eV
* SMILES string: CCOc1ccc(NC(=O)[C@@H]2CCCN2S(=O)(=O)c2ccc3c(c2)C(C)(C)C(=O)N3C)cc1
* frontier orbital gap: 8.7 eV

=====

Q | Below is an isolated molecule of C24H29N3O5S, with properties calculated with ωB97M-V/def2-TZVPD.

Structure (ORCA input):
```
! wB97M-V def2-TZVPD RIJCOSX def2/J DEFGRID3
* xyz 0 1
C 3.043 1.188 3.266
O 2.277 0.031 3.036
C 2.496 -0.678 1.891
C 3.379 -0.307 0.884
C 3.499 -1.100 -0.245
C 2.760 -2.258 -0.382
C 1.891 -2.646 0.630
C 1.030 -3.873 0.466
N -0.291 -3.475 0.013
C -0.586 -3.373 -1.295
O 0.102 -3.815 -2.192
C -1.907 -2.640 -1.567
N -2.002 -1.417 -0.798
C -1.000 -0.436 -0.899
C -0.490 0.174 0.240
C 0.405 1.221 0.127
C 0.841 1.671 -1.111
C 1.797 2.834 -1.215
C 3.061 2.452 -1.985
C 1.104 4.033 -1.869
C 0.358 1.025 -2.242
C -0.553 -0.007 -2.147
S -2.931 -1.485 0.588
O -4.094 -2.249 0.252
O -2.169 -1.932 1.727
C -3.398 0.202 0.777
C -3.238 1.124 1.852
C -2.559 0.897 3.147
N -3.792 2.262 1.529
O -4.316 2.136 0.282
C -4.090 0.904 -0.176
C -4.559 0.499 -1.516
C 1.756 -1.852 1.756
H 2.724 1.566 4.236
H 2.862 1.953 2.503
H 4.113 0.962 3.301
H 3.971 0.591 0.965
H 4.185 -0.807 -1.026
H 2.850 -2.863 -1.271
H 0.924 -4.410 1.411
H 1.448 -4.535 -0.294
H -0.879 -3.019 0.700
H -2.754 -3.262 -1.268
H -1.981 -2.438 -2.639
H -0.771 -0.186 1.214
H 0.771 1.692 1.027
H 2.089 3.124 -0.199
H 2.831 2.228 -3.023
H 3.521 1.574 -1.539
H 3.776 3.272 -1.963
H 1.778 4.886 -1.901
H 0.217 4.313 -1.306
H 0.804 3.793 -2.886
H 0.686 1.336 -3.222
H -0.918 -0.483 -3.043
H -1.553 1.314 3.112
H -3.103 1.396 3.944
H -2.488 -0.170 3.344
H -3.750 0.605 -2.239
H -4.861 -0.545 -1.484
H -5.391 1.128 -1.825
H 1.075 -2.124 2.547
*
```

* LUMO: 0.583 eV
* SMILES string: COc1cccc(CNC(=O)CN(c2ccc(C(C)C)cc2)S(=O)(=O)c2c(C)noc2C)c1
* frontier orbital gap: 9.1 eV

=====

So which one is most stable? That would be P, about 0.0918 hartree below the next structure.

=====

P | Below is a cluster of 2 separate species, C4H11NO in total, with properties calculated with ωB97M-V/def2-TZVPD.

Structure (ORCA input):
```
! wB97M-V def2-TZVPD RIJCOSX def2/J DEFGRID3
* xyz 0 1
C -0.591 2.477 1.475
C 0.453 2.276 0.650
C 0.364 1.302 -0.541
C -0.675 0.217 -0.185
N -0.763 -0.888 -1.197
H -1.521 1.846 1.548
H -0.714 3.352 2.162
H 1.210 3.004 0.450
H 1.408 0.860 -0.725
H 0.018 1.874 -1.407
H -0.261 -0.164 0.800
H -1.639 0.603 -0.042
H -0.743 -0.325 -2.049
H -1.557 -1.391 -1.011
O 1.230 -4.012 -0.006
H 0.820 -4.189 0.904
H 1.163 -4.785 -0.603
*
```

* LUMO: 0.971 eV
* SMILES string: C=CCCN.O
* frontier orbital gap: 10.0 eV

=====

Q | Below is an isolated molecule of C4H11NO, with properties calculated with ωB97M-V/def2-TZVPD.

Structure (ORCA input):
```
! wB97M-V def2-TZVPD RIJCOSX def2/J DEFGRID3
* xyz 0 1
C 0.476 -2.270 -0.937
C -0.758 -1.393 -0.902
O -0.648 -0.376 0.073
C -0.200 0.890 -0.362
N 0.798 1.444 0.505
C 0.298 1.681 1.853
H 0.536 -2.869 -0.022
H 1.447 -1.765 -0.981
H 0.459 -3.006 -1.744
H -0.870 -0.953 -1.892
H -1.596 -2.018 -0.626
H -1.041 1.586 -0.392
H 0.268 0.797 -1.354
H 1.506 0.710 0.586
H 1.140 1.952 2.492
H -0.270 0.852 2.262
H -0.340 2.569 1.873
*
```

* LUMO: 1.144 eV
* SMILES string: CCOCNC
* frontier orbital gap: 10.3 eV

=====

So which one is most stable? That would be Q, about 0.0398 hartree below the next structure.

=====

P | Below is a cluster of 2 separate species, C4H11NO in total, with properties calculated with ωB97M-V/def2-TZVPD.

Structure (ORCA input):
```
! wB97M-V def2-TZVPD RIJCOSX def2/J DEFGRID3
* xyz 0 1
C -2.259 -0.682 -2.310
C -2.922 -1.177 -1.258
O -3.343 -0.432 -0.196
H -1.928 -1.492 -2.948
H -1.810 0.292 -2.338
H -3.056 -2.255 -1.309
H -4.135 0.052 -0.402
C 2.951 1.138 0.860
C 1.966 0.054 1.270
N 0.574 0.600 1.419
H 2.367 1.994 0.502
H 3.453 1.585 1.717
H 3.682 0.776 0.148
H 1.953 -0.775 0.556
H 2.170 -0.397 2.245
H 0.360 0.927 0.479
H -0.022 -0.211 1.565
*
```

* LUMO: 0.850 eV
* SMILES string: C=CO.CCN
* frontier orbital gap: 10.2 eV

=====

Q | Below is an isolated molecule of C4H11NO, with properties calculated with ωB97M-V/def2-TZVPD.

Structure (ORCA input):
```
! wB97M-V def2-TZVPD RIJCOSX def2/J DEFGRID3
* xyz 0 1
C 1.930 -0.435 -0.498
N 0.993 -0.343 0.576
C 0.238 0.922 0.610
C -0.888 0.808 -0.415
C -1.957 -0.122 -0.012
O -1.267 -1.404 0.048
H 2.353 0.535 -0.974
H 2.869 -1.155 -0.226
H 1.421 -1.143 -1.246
H 1.440 -0.581 1.583
H 0.656 1.907 0.222
H -0.156 0.889 1.708
H -0.383 0.255 -1.370
H -1.458 1.685 -0.871
H -2.456 -0.072 0.889
H -2.664 -0.057 -0.833
H -0.670 -1.688 0.810
*
```

* LUMO: 0.943 eV
* SMILES string: CNCCCO
* frontier orbital gap: 9.3 eV

=====

So which one is most stable? That would be P, about 0.0531 hartree below the next structure.